Record 1
Formula: C23H44NP3STi
Source: the OMol25 dataset
Level of theory: ωB97M-V/def2-TZVPD

Properties
Frontier orbital gap (spin up / spin down) in eV: 4.353 / 4.163
Total charge: +3
2S+1: 2
Expectation value of S²: 1.22
E_LUMO (spin up / spin down) in eV: -11.48 / -11.68

Structure (XYZ):
```
73
Properties=species:S:1:pos:R:3:forces:R:3
Ti -0.03411 -0.27192 0.68886 0.7 0.1 1.2
P -2.17809 -1.19131 -0.37503 -1.3 -0.7 -0.6
P 1.00511 -1.47091 -1.51201 1.4 0.4 -1.6
P -1.60020 1.60580 1.32603 -0.8 1.5 0.6
H 4.93875 4.62839 -2.51258 -0.3 0.0 0.6
C 4.74178 5.01270 -1.50172 0.4 0.0 0.5
C 5.27985 4.47208 -0.39661 -0.2 0.6 -0.4
H 5.81366 3.51113 -0.39070 0.0 0.6 -0.1
C -2.86920 -0.37378 -1.86032 0.1 0.2 0.0
C -2.25668 -2.94190 -0.89640 0.2 -0.3 -0.1
C -3.60543 -1.25734 0.77765 -0.1 0.2 0.2
C 2.76618 -1.14740 -1.75979 0.1 0.4 0.2
C 1.03961 -3.28934 -1.36057 -0.4 -0.8 1.0
C 0.31318 -1.16853 -3.17063 -0.5 0.4 0.2
C -0.79312 3.16950 1.83817 0.2 -0.1 0.0
C -2.53874 1.21869 2.84911 0.1 -0.4 0.1
C -2.87956 2.30146 0.21415 0.0 -0.2 -0.4
H 4.14282 5.93105 -1.44107 0.5 -0.3 -0.1
H 5.26518 5.04046 0.54454 -0.3 -0.5 -0.3
H -3.82879 -0.85247 -2.09732 0.2 0.1 0.0
H -2.19224 -0.47367 -2.71285 -0.3 0.0 0.2
H -3.03544 0.69128 -1.68654 0.0 -0.3 -0.1
H -3.29472 -3.13864 -1.19816 0.3 0.0 0.0
H -2.01798 -3.59281 -0.04552 -0.1 0.2 -0.3
H -1.58919 -3.17178 -1.73415 -0.3 0.0 0.1
H -4.38034 -1.87680 0.30505 0.2 0.2 0.1
H -4.02426 -0.26584 0.98347 0.1 -0.3 -0.1
H -3.31883 -1.73525 1.72451 0.0 0.1 -0.3
H 3.17814 -1.75209 -2.57855 -0.3 -0.1 0.2
H 3.30663 -1.34635 -0.82917 0.0 -0.1 -0.1
H 2.91559 -0.09360 -1.99739 -0.1 -0.2 -0.1
H 1.03848 -3.73031 -2.37094 0.0 0.4 0.2
H 0.18909 -3.69933 -0.80898 0.2 0.1 -0.2
H 1.94789 -3.61383 -0.83381 -0.1 0.3 -0.2
H 0.93968 -1.64267 -3.93761 0.0 0.0 0.4
H 0.29396 -0.08861 -3.35044 0.0 -0.1 0.0
H -0.70739 -1.54729 -3.26714 0.3 -0.1 0.0
H -1.60425 3.87957 2.06108 0.4 -0.1 0.0
H -0.14300 3.56717 1.05279 -0.3 0.0 0.1
H -0.16233 3.00757 2.72027 -0.2 0.0 -0.1
H -3.18125 2.08083 3.07865 0.2 -0.2 0.0
H -1.83531 1.04249 3.67233 -0.2 0.2 -0.1
H -3.15031 0.31669 2.75239 0.1 0.3 0.0
H -3.24717 3.25472 0.61506 0.1 -0.3 0.1
H -3.73048 1.62945 0.07804 0.1 0.1 0.1
H -2.44136 2.50106 -0.76961 -0.1 0.1 0.1
C 2.26591 2.00397 -0.37968 0.5 -0.1 -0.4
C 1.36346 2.74640 -1.16100 -0.1 -0.4 -0.2
C 1.76011 3.19733 -2.42162 0.0 0.1 0.1
C 2.99798 2.81229 -2.94859 0.3 0.1 0.0
C 3.90120 2.07754 -2.17546 -0.1 0.0 0.2
C 3.56963 1.75978 -0.86766 0.0 0.0 0.3
S 1.86230 1.20281 1.13084 -0.6 -0.8 -0.6
H 0.69584 0.12422 -0.86227 0.1 -0.9 -0.6
H 0.36068 2.92690 -0.77625 0.3 0.2 -0.2
H 1.12437 3.88137 -2.98686 0.1 -0.4 0.1
H 3.32155 3.15504 -3.93582 -0.3 -0.1 0.3
H 4.88580 1.79757 -2.56083 -0.3 0.2 0.1
H 4.29028 1.26702 -0.21455 -0.1 0.1 -0.2
N 0.70888 -1.66453 2.22836 1.1 0.5 -0.4
C -0.31499 -2.55803 2.73378 -0.5 0.0 -0.3
C -1.20898 -2.07523 3.68752 -0.4 0.0 -0.1
C -2.40648 -2.77150 3.90026 0.2 0.0 0.0
C -2.66769 -3.94304 3.18333 -0.1 -0.1 0.0
C -1.71145 -4.47211 2.31221 0.3 0.1 0.1
C -0.50793 -3.78860 2.10256 -0.3 0.1 -0.1
H 1.12132 -1.05040 2.94012 -0.1 -0.4 0.2
H 1.50450 -2.15425 1.80362 -0.2 -0.1 0.4
H -0.98596 -1.15704 4.24076 -0.1 -0.3 -0.2
H -3.14085 -2.38405 4.61177 0.3 -0.2 -0.2
H -3.62589 -4.45776 3.30438 0.4 0.2 0.1
H -1.90563 -5.40802 1.77891 0.1 0.3 0.3
H 0.26624 -4.19603 1.44562 -0.3 0.1 0.1
```
Forces are in eV/Å.

Here are the Mulliken charges for atoms 1 to 2, given in e: Ti -0.78; P 1.16


Record 2
Formula: C23H44O13P3
Source: the OMol25 dataset
Level of theory: ωB97M-V/def2-TZVPD

Properties
Frontier orbital gap in eV: 5.174
Total charge: -1
E_LUMO in eV: 2.03

Structure (XYZ):
```
83
Properties=species:S:1:pos:R:3:forces:R:3
C 2.94933 -0.29684 -0.84899 -0.3 1.0 0.1
C 2.05426 0.89238 -1.17819 0.7 -0.5 -0.2
C 2.40691 1.72691 -2.23027 -0.6 0.6 0.0
C 1.59926 2.83275 -2.47552 0.0 -0.1 0.1
C 0.48874 3.09025 -1.68656 -0.3 0.6 -0.1
C 0.09250 2.26067 -0.63984 0.7 -0.6 0.3
C -1.06963 2.46513 0.31527 -0.7 0.4 0.1
C -2.54396 2.53357 -0.19669 1.8 -0.9 -1.5
C -2.70498 3.60744 -1.35163 -1.7 -0.2 1.2
C -2.86598 3.12145 -2.76901 -0.1 0.5 -0.3
O -2.01034 2.74549 -3.50955 0.5 -0.3 -0.1
O -4.18235 3.17799 -3.27667 0.2 0.3 0.3
P -2.99597 0.93938 -0.76935 -1.6 1.6 1.8
O -4.38628 0.85015 -1.29382 0.2 -0.5 -1.1
O -2.98346 0.03147 0.60065 1.0 -0.2 -0.4
O -1.92701 0.24927 -1.79967 -0.3 -0.5 0.3
C 0.92626 1.15937 -0.41569 0.0 0.0 0.0
H 3.84289 -0.22877 -1.46939 0.0 -0.4 -0.1
H 3.27372 -0.18740 0.18882 0.0 -0.4 0.0
H 2.40590 -1.22869 -0.99915 0.2 -0.1 0.1
H 3.28184 1.57699 -2.85224 0.0 -0.3 0.1
H 1.82790 3.51300 -3.28824 0.0 0.0 0.0
H -0.07532 3.98527 -1.91226 -0.1 -0.1 0.0
H -0.88249 3.36838 0.91491 0.1 0.0 -0.1
H -1.05545 1.63203 1.02404 0.2 0.1 0.1
H -1.95132 4.38584 -1.24630 0.3 -0.2 -0.3
H -3.65130 4.10469 -1.10883 0.0 0.1 -0.2
H -4.24994 4.07538 -3.62505 -0.3 0.0 0.0
H -3.19340 -0.87979 0.36709 0.0 0.0 0.0
H -2.46014 -0.25449 -2.42909 0.1 0.0 -0.1
H 0.71142 0.47783 0.40386 -0.1 0.1 0.0
O -4.69411 -5.05066 -1.05532 2.6 -0.2 -1.4
P -5.21701 -5.33930 -2.41200 -6.2 -0.1 0.9
O -6.11690 -4.05459 -2.83843 1.1 -0.4 -0.2
C -5.77047 -2.72047 -2.43680 0.0 0.7 0.1
C -5.06473 -1.97752 -3.55053 0.1 0.0 -0.1
O -6.36298 -6.46021 -2.10921 0.5 -0.2 -0.3
C -6.42499 -7.13897 -0.85944 -0.2 0.0 0.2
C -7.44589 -6.48472 0.04897 -0.1 0.1 0.0
O -5.08565 -5.95750 -3.90718 2.2 0.3 0.8
C -4.32164 -5.26822 -4.90074 0.2 0.2 -0.5
C -2.87277 -5.08311 -4.50013 0.0 -0.1 0.2
H -5.15658 -2.71272 -1.53707 0.0 -0.2 0.0
H -6.70338 -2.21212 -2.19349 0.0 -0.1 0.0
H -4.10543 -2.45031 -3.78521 0.0 0.0 0.0
H -4.87327 -0.94224 -3.25789 -0.1 0.0 0.1
H -5.66450 -1.97790 -4.46297 0.0 0.0 0.0
H -5.44566 -7.18096 -0.38386 0.0 0.1 0.0
H -6.72657 -8.16797 -1.07003 0.0 0.0 -0.1
H -7.22242 -5.42833 0.19623 0.2 0.0 0.0
H -7.47153 -6.97859 1.02227 0.0 0.0 0.0
H -8.43992 -6.54365 -0.39785 0.0 -0.1 0.0
H -4.79658 -4.31424 -5.13785 0.0 0.0 0.2
H -4.37538 -5.87675 -5.80424 -0.1 -0.1 0.1
H -2.78793 -4.49994 -3.57725 0.0 0.1 -0.1
H -2.32231 -4.56431 -5.28493 0.0 0.0 0.0
H -2.39897 -6.04946 -4.32099 0.0 0.0 0.0
O 4.86811 3.83425 4.59759 -0.5 -1.9 2.3
P 5.50060 2.64181 3.98346 1.9 2.2 -5.7
O 7.08781 3.02778 3.82130 -0.5 -0.6 0.8
C 7.75463 3.85416 4.76679 0.3 0.3 0.2
C 8.56474 3.03098 5.75168 -0.1 -0.2 -0.1
O 4.98864 2.70670 2.45175 -0.2 -0.4 0.5
C 3.88464 3.53118 2.05791 -0.1 0.3 -0.3
C 4.38693 4.83795 1.48222 0.2 0.0 0.0
O 5.70991 1.04245 3.79462 -1.0 0.4 2.2
C 6.39158 0.27755 4.78864 0.2 -0.4 0.3
C 5.71741 0.34690 6.14373 -0.1 0.1 0.0
H 7.05802 4.49796 5.30529 -0.2 -0.1 -0.1
H 8.42393 4.50429 4.19956 0.0 0.0 -0.1
H 7.91199 2.39887 6.35872 0.0 0.1 0.0
H 9.12865 3.68086 6.42254 0.0 0.0 0.0
H 9.26523 2.37796 5.22869 0.0 0.0 0.0
H 3.20156 3.69965 2.88866 0.1 0.0 0.1
H 3.33238 2.98217 1.29328 0.1 -0.1 0.0
H 5.02748 5.36349 2.19216 -0.1 0.0 0.1
H 3.55204 5.48599 1.21265 0.0 0.0 0.0
H 4.98453 4.64982 0.58877 -0.1 0.0 0.0
H 7.43752 0.58801 4.84395 0.0 0.2 0.0
H 6.39128 -0.75363 4.43446 -0.1 0.1 -0.2
H 5.67468 1.37717 6.51330 0.1 0.0 0.0
H 6.25928 -0.25726 6.87204 0.0 0.0 0.0
H 4.69235 -0.01937 6.07959 0.0 0.0 0.0
```
Forces are in eV/Å.

Here are the Mulliken charges for atoms 1 to 2, given in e: C -1.42; C 0.92


Record 3
Formula: C23H45BCdNO5
Source: the OMol25 dataset
Level of theory: ωB97M-V/def2-TZVPD

Properties
Frontier orbital gap in eV: 2.571
Total charge: +1
E_LUMO in eV: -7.13

Structure (XYZ):
```
76
Properties=species:S:1:pos:R:3:forces:R:3
C 4.03494 -2.55276 1.93836 0.0 0.1 -0.4
C 4.08201 -2.55991 0.57246 -0.3 -0.1 0.3
C 3.22797 -1.56178 -0.26173 2.7 0.3 2.5
C 3.46532 -0.16672 0.40937 -1.2 0.3 -1.3
C 3.47441 1.04301 -0.53714 0.9 1.5 0.7
C 4.04067 2.27969 0.24573 -0.5 -1.1 -0.7
C 3.16392 2.58643 1.46561 1.1 1.8 0.2
C 2.01507 3.60642 1.16722 0.1 -1.4 1.3
C 0.66106 2.84969 1.36941 -0.1 1.1 -1.2
C -0.02484 2.63110 -0.02802 -1.2 0.3 1.8
C -1.43865 3.44214 0.00474 1.9 -0.6 -2.4
C -1.96271 3.50050 -1.46793 -0.2 -0.6 1.0
C -2.93102 2.32649 -1.79989 0.1 1.4 -0.1
C -3.85413 2.69939 -2.99727 0.4 -0.9 0.6
C 3.78886 -1.66243 -1.75803 1.3 0.0 -3.4
O 4.80689 -2.32726 -1.98180 -0.4 -0.1 1.7
O 3.17155 -1.01582 -2.63159 -1.2 0.2 1.3
N 1.85365 -1.97858 -0.13603 -0.6 0.6 -2.1
C 0.95989 -1.07198 -0.81961 -1.0 0.5 0.2
C -0.54156 -1.18422 -0.36392 0.2 -0.6 -0.9
C -1.48311 -1.73238 -1.46881 -0.7 -0.1 0.1
C -2.63764 -2.57045 -0.86931 0.6 1.1 0.2
C -3.69139 -1.62373 -0.23012 0.3 -0.8 -0.7
O -3.47365 -1.53787 1.16902 -0.3 0.0 -0.2
C -4.66526 -1.54079 1.93380 -0.5 0.7 1.1
C -5.16030 -0.11757 2.27860 0.2 -0.3 0.3
C 1.59549 -3.36035 -0.58451 -0.6 -1.1 0.7
B 1.06697 -4.33474 0.58833 0.6 -0.3 -0.1
O 1.55742 -5.63617 0.61578 -0.2 0.8 -0.1
O 0.18255 -3.93414 1.56628 0.4 0.0 0.2
H 4.39779 -1.73452 2.56039 -1.6 0.5 0.0
H 3.55724 -3.42400 2.40026 1.9 -0.5 0.4
H 4.71446 -3.31664 0.09511 -1.6 -0.7 -0.5
H 2.61224 -0.05185 1.09012 0.3 0.0 0.1
H 4.38573 -0.12877 0.99879 -0.1 -0.3 -0.2
H 4.10768 0.94293 -1.42061 -0.3 -0.5 0.1
H 2.48180 1.37002 -0.87202 0.1 -0.5 -0.2
H 4.05403 3.12133 -0.46003 0.0 0.0 0.3
H 5.09190 2.07096 0.48010 -0.2 0.1 0.3
H 3.81001 3.07159 2.21239 -0.1 -0.2 -0.1
H 2.75231 1.70786 1.96147 0.2 0.0 -0.2
H 2.14166 4.04999 0.17643 -0.3 -0.1 0.1
H 2.06724 4.41348 1.90542 0.0 -0.1 -0.2
H 0.01337 3.49349 1.98194 0.0 -0.2 -0.1
H 0.77457 1.91893 1.93679 0.2 0.1 -0.2
H -0.20529 1.50561 -0.18409 0.9 1.6 -0.5
H 0.58432 2.98462 -0.85886 -0.1 -0.1 0.1
H -2.15130 2.83904 0.68412 -0.5 4.2 -0.4
H -1.32202 4.43862 0.43068 0.1 -0.3 0.3
H -1.08616 3.39493 -2.11521 -0.2 0.3 0.0
H -2.40341 4.48520 -1.63968 -0.2 -0.3 -0.1
H -2.32097 1.43644 -2.01462 -0.3 0.0 0.0
H -3.55411 2.13886 -0.90440 -0.1 0.0 -0.2
H -4.83988 2.26255 -2.81278 0.1 0.0 -0.4
H -3.96620 3.78049 -3.09404 0.1 -0.2 0.0
H -3.40332 2.27245 -3.89665 -0.4 0.3 -0.1
H 1.22969 -0.02203 -0.71590 0.5 -0.3 0.1
H 0.95586 -1.27325 -1.90548 0.3 0.1 0.2
H -0.65867 -1.71292 0.58639 0.1 -0.1 -0.2
H -0.89077 -0.13401 -0.17942 0.3 -0.4 0.0
H -0.94152 -2.26994 -2.25548 0.0 -0.1 0.4
H -1.96274 -0.89185 -1.99646 0.3 -0.1 0.0
H -3.09271 -3.20032 -1.63686 0.0 0.0 0.2
H -2.19907 -3.16136 -0.05586 -0.4 -0.3 -0.3
H -4.67832 -2.02749 -0.49257 0.0 0.2 0.5
H -3.62471 -0.61583 -0.68120 -0.1 -0.2 0.0
H -5.48825 -2.09949 1.47159 0.4 0.0 -0.3
H -4.44235 -2.03414 2.88715 0.1 -0.1 -0.3
H -6.20409 -0.16812 2.61062 0.1 0.2 -0.2
H -5.05324 0.57698 1.43623 -0.3 -0.2 0.0
H -4.59652 0.28712 3.12974 0.0 0.0 -0.2
H 2.44766 -3.87218 -1.04176 0.1 0.5 0.0
H 0.79507 -3.38225 -1.34139 0.2 0.2 0.0
H 2.26162 -5.62787 1.27801 -0.1 -0.6 0.0
H 0.50969 -3.17253 2.05807 -0.3 0.3 -0.2
Cd -1.94473 1.26262 0.81455 -1.0 -4.9 1.5
```
Forces are in eV/Å.

Here are the Mulliken charges for atoms 1 to 2, given in e: C -0.82; C -0.81